1.
The following is a DFT calculation (ωB97M-V with the def2-TZVPD basis set) of a 2-piece molecular cluster, C6H5N overall in a non-equilibrium geometry.

Geometry as XYZ:
```
12
Properties=species:S:1:pos:R:3:mulliken_charge:R:1
C 2.132 -1.259 -0.395 -0.0725
C -1.207 -0.456 -0.437 -0.6074
C 2.409 -0.156 0.020 0.1226
C -0.761 0.605 0.149 0.4370
C 2.558 1.165 0.391 0.0257
C 0.030 1.389 0.890 -0.9534
N 2.813 2.207 0.797 -0.4379
H 2.256 -2.292 -0.562 0.3957
H -2.198 -0.948 -0.208 0.2137
H 0.651 1.101 1.693 0.4282
H 0.054 2.575 0.900 0.2094
H -0.735 -0.966 -1.329 0.2391
```

## Properties
Calculated total energy ... -286.18881 a.u.
Structure (SMILES) ... C#CC#N.C=C=C
Highest occupied orbital energy ... -0.356 hartree
Relative energy (zero: lowest compared OMol25 entry of this formula, charge and spin) ... 4.2005 eV

=====

2.
The following is a DFT calculation (ωB97M-V with the def2-TZVPD basis set) of an isolated ion of composition C3H7N4 and charge +1 in a non-equilibrium geometry.

Geometry as XYZ:
```
14
Properties=species:S:1:pos:R:3:mulliken_charge:R:1
C -1.639 -0.790 0.983 -0.1635
C -0.015 0.027 -0.634 0.6738
C 0.890 -0.033 0.714 -0.7462
N -1.034 -0.581 2.069 -0.3708
N 0.241 -0.243 2.169 -0.1026
N -1.193 -0.487 -0.368 -0.1448
N 0.433 0.562 -1.735 -0.3403
H -2.638 -1.186 1.023 0.3845
H 1.555 0.830 0.737 0.4062
H 1.499 -0.933 0.596 0.3483
H 0.428 0.490 2.844 0.3007
H -1.916 -0.580 -1.074 0.2571
H 1.391 0.874 -1.802 0.2498
H -0.142 0.626 -2.567 0.2477
```

## Properties
Calculated total energy ... -337.23642 a.u.
Structure (SMILES) ... [NH2+]=C1CNN=CN1
Total charge ... +1
Highest occupied orbital energy ... -0.484 hartree
Relative energy (zero: lowest compared OMol25 entry of this formula, charge and spin) ... 1.8461 eV